1.
{"formula": "H4N2S2", "method": "ωB97M-V with the def2-TZVPD basis set", "relative_energy_kcal_mol": 81.3, "largest_force_ha_per_bohr": 0.0723, "orbital_gap_ev": [8.23, 7.22], "symbols": ["N", "N", "S", "S", "H", "H", "H", "H"], "coordinates": [[0.724208, 0.470895, -1.953883], [-0.692516, 0.295316, 1.493101], [0.035158, 0.636478, 0.010493], [-0.341777, -1.011942, 2.410152], [0.784268, -0.427591, -2.358535], [-0.018392, 1.093199, -2.445968], [1.129516, 0.011677, 0.213197], [-1.620464, -1.068031, 2.631444]], "forces_ev_per_a": [[-2.19, 2.84, 0.98], [0.43, 0.67, -2.08], [-0.78, 1.33, 0.10], [0.48, -0.02, -0.28], [-0.27, -1.23, -0.82], [1.65, -1.78, 0.66], [1.74, -0.89, 0.37], [-1.06, -0.91, 1.08]]}

2.
{"formula": "H4N3O", "method": "ωB97M-V with the def2-TZVPD basis set", "relative_energy_kcal_mol": 89.2, "largest_force_ha_per_bohr": 0.0940, "charge": -1, "orbital_gap_ev": 4.66, "symbols": ["N", "N", "N", "O", "H", "H", "H", "H"], "coordinates": [[0.959144, -2.064101, -0.878797], [-0.166158, -2.105540, -0.233186], [0.335339, 1.798392, 0.441720], [-0.763456, 1.003579, 0.040373], [-1.233592, 1.065573, 0.950900], [1.103946, -1.213611, -1.491141], [-0.785242, -1.268191, -0.303212], [1.023861, 1.475709, -0.228743]], "forces_ev_per_a": [[-3.38, 0.20, 1.37], [3.24, 0.01, -1.68], [2.63, 1.74, 0.37], [-3.99, -1.44, 2.32], [0.71, -0.66, -2.70], [-0.69, -0.22, 0.91], [0.86, 0.31, -0.47], [0.60, 0.06, -0.13]]}

3.
{"formula": "H4N5", "method": "ωB97M-V with the def2-TZVPD basis set", "relative_energy_kcal_mol": 27.9, "largest_force_ha_per_bohr": 0.1205, "charge": 1, "orbital_gap_ev": 11.30, "symbols": ["N", "N", "N", "N", "N", "H", "H", "H", "H"], "coordinates": [[-1.971102, 2.119321, 2.836963], [-1.110874, -1.075160, 0.591358], [-1.445902, 1.508051, 2.094991], [0.475838, 0.411291, -0.176441], [-0.183255, -0.701773, -0.088083], [-1.465679, -0.254888, 1.208610], [0.159010, 1.080154, 0.641687], [1.448445, 0.424415, -0.525055], [-0.005476, -1.396637, -0.980204]], "forces_ev_per_a": [[0.48, -0.54, -0.67], [-2.04, 1.72, 1.62], [-0.60, 0.95, 0.96], [-0.42, 3.54, 2.78], [1.01, -3.88, -4.73], [0.95, -1.76, -0.65], [1.37, -1.38, -2.29], [-0.90, -0.30, 0.24], [0.14, 1.65, 2.73]]}

4.
{"formula": "H4N5", "method": "ωB97M-V with the def2-TZVPD basis set", "relative_energy_kcal_mol": 72.7, "largest_force_ha_per_bohr": 0.1252, "smiles": "N/N=N\\N=[NH2+]", "charge": 1, "orbital_gap_ev": [9.14, 9.14], "symbols": ["N", "N", "N", "N", "N", "H", "H", "H", "H"], "coordinates": [[-1.460692, -0.668758, 0.042548], [-0.217764, -0.955318, 0.019098], [-1.777591, 0.573898, 0.169459], [1.869893, -0.149133, -0.009967], [0.679869, -0.115005, -0.369824], [-0.966104, 1.199970, 0.018616], [-2.817540, 0.787949, 0.117406], [2.495394, 0.308962, -0.537771], [2.194534, -0.982569, 0.550433]], "forces_ev_per_a": [[-0.92, 1.28, -0.34], [2.29, -1.30, 1.07], [-0.25, -0.90, -0.52], [-1.87, -5.07, 3.49], [-2.68, 2.10, -1.43], [-1.04, 0.52, 0.28], [1.97, -0.13, 0.10], [2.70, 2.35, -2.38], [-0.20, 1.16, -0.29]]}

5.
{"formula": "H4N5", "method": "ωB97M-V with the def2-TZVPD basis set", "relative_energy_kcal_mol": 117.3, "largest_force_ha_per_bohr": 0.0608, "smiles": "[H]/N=N/N=[NH+]/N", "charge": 1, "orbital_gap_ev": 8.80, "symbols": ["N", "N", "N", "N", "N", "H", "H", "H", "H"], "coordinates": [[-2.498922, 0.338967, -0.191096], [-0.482290, -0.322666, 0.675941], [-1.490722, 0.061855, 0.322333], [1.838884, 0.164583, -0.136782], [0.767448, -0.488303, -0.377816], [-3.496078, 0.676641, -0.098802], [1.948581, 1.192638, -0.353940], [2.652847, -0.030717, 0.491731], [0.760253, -1.592998, -0.331570]], "forces_ev_per_a": [[-1.19, 0.44, -0.80], [-0.14, 0.01, 2.19], [-1.91, 0.20, -0.29], [2.12, 1.60, 0.94], [0.95, -2.05, -2.16], [1.87, -0.45, 0.55], [-1.23, -1.58, -0.41], [-1.37, -1.07, -0.30], [0.90, 2.90, 0.28]]}

6.
{"formula": "H4NO2PS", "method": "ωB97M-V with the def2-TZVPD basis set", "relative_energy_kcal_mol": 90.2, "largest_force_ha_per_bohr": 0.0723, "orbital_gap_ev": 9.69, "symbols": ["N", "O", "O", "P", "S", "H", "H", "H", "H"], "coordinates": [[1.025229, 1.480276, -0.041445], [4.863336, -0.811413, -0.390396], [2.656393, -0.486133, 0.813206], [4.024368, 0.250027, 0.186592], [1.816029, 0.089270, -0.494424], [0.087101, 1.505030, -0.406722], [1.612238, 2.296264, -0.128601], [1.231916, -4.801095, 0.982081], [0.482911, -4.810885, 0.471894]], "forces_ev_per_a": [[0.74, -0.66, 0.26], [0.00, 0.39, 0.03], [-1.02, 0.31, 0.28], [1.24, -0.32, -0.07], [-0.43, -0.33, -0.53], [-0.08, 0.29, 0.19], [-0.45, 0.32, -0.16], [-3.07, -0.03, -2.10], [3.07, 0.04, 2.09]]}

7.
{"formula": "H4NO2SSi", "method": "ωB97M-V with the def2-TZVPD basis set", "relative_energy_kcal_mol": 31.5, "largest_force_ha_per_bohr": 0.0799, "smiles": "N[SiH2]OS[O-]", "charge": -1, "orbital_gap_ev": 6.01, "symbols": ["N", "O", "O", "Si", "S", "H", "H", "H", "H"], "coordinates": [[-0.423320, 1.861030, -0.514933], [-1.026942, -2.091001, 2.133868], [-0.038901, -1.096751, -0.312715], [0.875132, 0.135782, -0.208615], [-0.998196, -2.333473, 0.665839], [-1.128181, 1.376118, -0.022941], [-0.713620, 1.785449, -1.507210], [1.817922, -0.228259, -1.258358], [1.636107, 0.591104, 1.025064]], "forces_ev_per_a": [[3.28, -1.81, -0.97], [0.28, 0.71, 1.36], [-1.59, -2.11, 0.93], [-0.56, 4.07, -0.12], [-0.34, -0.73, -1.73], [-1.47, -0.50, 0.75], [0.21, -0.06, 0.67], [0.66, 0.80, -0.54], [-0.47, -0.36, -0.36]]}

8.
{"formula": "H4NO2SSi", "method": "ωB97M-V with the def2-TZVPD basis set", "relative_energy_kcal_mol": 23.0, "largest_force_ha_per_bohr": 0.0442, "charge": -1, "orbital_gap_ev": 7.51, "symbols": ["N", "O", "O", "Si", "S", "H", "H", "H", "H"], "coordinates": [[-0.539527, -2.001721, -1.164978], [0.314909, 0.607932, -0.391388], [0.038171, -0.226662, -2.830585], [0.427109, 0.847460, 1.219313], [-0.659546, -0.454819, -1.560682], [-1.179238, -2.187340, -0.411479], [1.906837, 0.722311, 1.685966], [0.291117, 2.373202, 1.248956], [-0.599831, 0.319637, 2.204878]], "forces_ev_per_a": [[1.00, 1.70, -0.87], [0.31, -0.72, 0.72], [0.38, -0.02, 0.52], [0.93, 1.76, -1.10], [-1.37, -1.77, 0.12], [-0.49, 0.23, 0.45], [-1.09, -0.46, 0.05], [-0.15, -0.51, 0.55], [0.48, -0.21, -0.44]]}

9.
{"formula": "H4NO2SSi", "method": "ωB97M-V with the def2-TZVPD basis set", "relative_energy_kcal_mol": 84.1, "largest_force_ha_per_bohr": 0.0600, "charge": -1, "orbital_gap_ev": 5.52, "symbols": ["N", "O", "O", "Si", "S", "H", "H", "H", "H"], "coordinates": [[-0.189696, 2.378810, 3.162962], [-0.728017, -0.959483, -3.984494], [0.758256, -2.623136, -3.255635], [0.175776, 0.983910, 2.316888], [-0.637134, -2.155914, -3.129595], [-0.485317, -1.300911, -1.547419], [0.123255, 3.186877, 2.586073], [-0.160097, -0.443552, 2.520726], [1.142973, 0.933399, 1.330494]], "forces_ev_per_a": [[0.17, -1.65, -1.59], [-1.30, 0.22, -0.36], [-0.09, -1.25, 0.39], [-1.10, 1.67, 1.95], [1.88, 2.10, 1.27], [-0.47, -1.03, -1.21], [-0.03, -0.64, 0.62], [-0.43, 0.36, 0.64], [1.38, 0.21, -1.70]]}

10.
{"formula": "H4NOP2", "method": "ωB97M-V with the def2-TZVPD basis set", "relative_energy_kcal_mol": 102.0, "largest_force_ha_per_bohr": 0.0741, "charge": -1, "orbital_gap_ev": 7.49, "symbols": ["N", "O", "P", "P", "H", "H", "H", "H"], "coordinates": [[0.053807, -0.157626, -0.525537], [-0.307067, -1.462687, -0.982209], [-1.388178, -0.423289, 0.339282], [1.685150, -0.224690, 0.386799], [-1.557635, 0.997199, 1.104155], [-2.099236, 0.049582, -0.704729], [1.391127, 0.903469, 1.070849], [2.222035, 0.318041, -0.688613]], "forces_ev_per_a": [[1.95, -0.03, 1.09], [-0.12, -0.55, -0.64], [0.65, 0.39, 1.90], [-2.84, -2.52, 0.30], [0.07, -0.81, -0.67], [-1.40, 0.53, -0.95], [0.09, 1.61, 0.68], [1.60, 1.37, -1.72]]}

11.
{"formula": "H4NOPS", "method": "ωB97M-V with the def2-TZVPD basis set", "relative_energy_kcal_mol": 10.5, "largest_force_ha_per_bohr": 0.0408, "smiles": "OP=S.N", "orbital_gap_ev": 8.60, "symbols": ["N", "O", "P", "S", "H", "H", "H", "H"], "coordinates": [[1.520892, -0.119919, -0.123675], [-1.073042, 0.408397, 0.147436], [-2.168545, -0.785420, 0.024048], [-3.768546, 0.251049, -0.074955], [1.627344, 0.844461, -0.351156], [1.699240, -0.177302, 0.858402], [-0.061088, 0.308500, 0.042103], [2.223747, -0.729766, -0.522203]], "forces_ev_per_a": [[0.05, -0.60, 0.51], [0.83, -0.05, -0.02], [0.49, 1.52, -0.02], [-0.38, -0.63, 0.01], [0.82, 0.64, -0.62], [0.03, -0.02, 0.83], [-1.70, -1.22, -0.10], [-0.13, 0.36, -0.59]]}

12.
{"formula": "H4NOPS2", "method": "ωB97M-V with the def2-TZVPD basis set", "relative_energy_kcal_mol": 32.4, "largest_force_ha_per_bohr": 0.1209, "orbital_gap_ev": 8.39, "symbols": ["N", "O", "P", "S", "S", "H", "H", "H", "H"], "coordinates": [[-0.756699, 0.758152, 0.921197], [-0.064709, 0.530036, -1.515923], [0.322450, -0.028226, -0.083445], [2.202235, 0.138716, 0.398157], [-0.521526, -1.977555, -0.118128], [-0.418600, 1.639878, 1.280835], [-1.697265, 0.821858, 0.551061], [0.883786, 0.424058, -2.462006], [0.050332, -2.306915, 1.028255]], "forces_ev_per_a": [[0.34, -0.06, -0.21], [3.58, -0.18, -5.04], [0.76, -0.28, 0.79], [-0.85, -0.12, -0.09], [0.05, 0.44, -0.65], [0.03, 0.06, -0.02], [0.00, -0.04, 0.12], [-4.10, 0.26, 4.66], [0.20, -0.09, 0.44]]}